Here is an isolated molecule of C4H4FNO in a non-equilibrium geometry from the Open Molecules 2025 dataset. Energies are from ωB97M-V/def2-TZVPD.

structure (SMILES)	CO/C=C(/F)C#N
HOMO-LUMO gap	0.3744	Ha

Last columns: bonded neighbours and bond lengths (Å).
Cartesian coordinates (Å):
1 C 1.16853 0.86733 0.06183  H5 1.169, H6 1.103, H7 1.161, O10 1.373
2 C 0.36476 -1.13966 0.05113  C3 1.344, H8 1.153, O10 1.319
3 C -0.90479 -0.70230 -0.00390  C2 1.344, C4 1.449, F11 1.403
4 C -1.80117 0.43325 -0.09176  C3 1.449, N9 1.184
5 H 2.17940 1.42292 -0.12866  C1 1.169
6 H 0.74777 1.14278 1.04373  C1 1.103
7 H 0.48575 0.99567 -0.86841  C1 1.161
8 H 0.47389 -2.28000 -0.08168  C2 1.153
9 N -2.36472 1.46760 0.02859  C4 1.184
10 O 1.49252 -0.46230 -0.04937  C1 1.373, C2 1.319
11 F -1.84194 -1.74530 0.03850  C3 1.403

=====

Here is a cluster of 4 separate species, C70H64BClF6O13PS in total in a non-equilibrium geometry from the Open Molecules 2025 dataset. Energies are from ωB97M-V/def2-TZVPD.

total charge	-1
HOMO-LUMO gap	0.1891	Ha

Last columns: bonded neighbours and bond lengths (Å).
Cartesian coordinates (Å):
1 C 1.85499 -5.93092 2.12238  C2 1.527, H46 1.089, H47 1.085, H48 1.087
2 C 1.04510 -4.97856 1.24548  C1 1.527, C3 1.523, H49 1.088, H50 1.090
3 C -0.39673 -4.82231 1.70921  C2 1.523, C4 1.531, H51 1.091, H52 1.090
4 C -1.34842 -5.94255 1.28268  C3 1.531, C5 1.522, H53 1.089, H54 1.092
5 C -1.48036 -6.17308 -0.21570  C4 1.522, C6 1.533, H55 1.088, H56 1.091
6 C -2.23544 -5.05644 -0.94563  C5 1.533, C7 1.532, H57 1.093, H58 1.088
7 C -1.33360 -4.02167 -1.62633  C6 1.532, C8 1.540, H59 1.084, H60 1.086
8 C -2.17947 -3.01058 -2.42242  C7 1.540, C9 1.533, H61 1.090, H62 1.084
9 C -1.59204 -1.60298 -2.57990  C8 1.533, C10 1.534, H63 1.085, H64 1.083
10 C -1.37109 -0.76937 -1.31113  C9 1.534, C11 1.543, O15 1.439, C28 1.582
11 C -2.17136 -1.26169 -0.08684  C10 1.543, C12 1.525, H65 1.086, H66 1.091
12 C -3.62058 -0.78739 -0.05525  C11 1.525, C13 1.516, Cl14 1.835, H67 1.076
13 C -4.48601 -0.93978 -1.29091  C12 1.516, H68 1.090, H69 1.081, H70 1.083
14 Cl -4.42918 -1.76793 1.26791  C12 1.835
15 O -1.87634 0.56022 -1.52809  C10 1.439, B16 1.479
16 B -1.14073 1.55701 -0.72067  O15 1.479, C17 1.622, P25 2.010, O27 1.482
17 C -0.96888 2.79319 -1.75709  B16 1.622, O18 1.456, H71 1.093, H72 1.087
18 O -0.27035 3.97212 -1.26518  C17 1.456, C19 1.363
19 C -1.01094 5.11603 -1.21973  O18 1.363, C20 1.405, C24 1.395
20 C -1.47708 5.73353 -2.39239  C19 1.405, C21 1.394, H73 1.080
21 C -2.24393 6.89580 -2.31882  C20 1.394, C22 1.394, H74 1.080
22 C -2.54479 7.45828 -1.07948  C21 1.394, C23 1.402, H75 1.081
23 C -2.05499 6.86920 0.09431  C22 1.402, C24 1.399, H76 1.078
24 C -1.28981 5.70043 0.01592  C19 1.395, C23 1.399, H77 1.082
25 P -1.94387 2.21307 1.00079  B16 2.010, S26 1.985, H78 1.413, H79 1.410
26 S -0.56560 2.74843 2.32477  P25 1.985
27 O 0.02105 0.77963 -0.22967  B16 1.482, C28 1.415
28 C 0.13237 -0.43226 -0.95105  C10 1.582, O27 1.415, C29 1.542, C32 1.517
29 C 0.85648 -1.42491 -0.01964  C28 1.542, O30 1.423, H80 1.082, H81 1.091
30 O 1.99546 -2.06706 -0.58114  C29 1.423, C31 1.405
31 C 1.75540 -2.91401 -1.67660  O30 1.405, H82 1.089, H83 1.087, H84 1.088
32 C 0.97624 0.06533 -2.10953  C28 1.517, O33 1.189, C34 1.564
33 O 0.63120 0.13472 -3.24496  C32 1.189
34 C 2.42385 0.58172 -1.82152  C32 1.564, F35 1.359, F36 1.338, C37 1.569
35 F 3.22114 -0.21248 -2.58300  C34 1.359
36 F 2.83522 0.44813 -0.55484  C34 1.338
37 C 2.71306 2.06558 -2.24121  C34 1.569, F38 1.326, F39 1.367, C40 1.568
38 F 1.82832 2.51363 -3.12071  C37 1.326
39 F 3.93454 2.08608 -2.85531  C37 1.367
40 C 2.86386 3.10769 -1.07917  C37 1.568, F41 1.345, F42 1.328, C43 1.549
41 F 2.63872 4.31234 -1.63326  C40 1.345
42 F 1.98315 2.92616 -0.10174  C40 1.328
43 C 4.30900 3.17504 -0.52567  C40 1.549, O44 1.175, O45 1.354
44 O 4.98377 4.11740 -0.71985  C43 1.175
45 O 4.70580 2.12948 0.23779  C43 1.354, H85 0.967
46 H 1.40226 -6.92118 2.12159  C1 1.089
47 H 1.93778 -5.55467 3.13656  C1 1.085
48 H 2.84438 -6.05581 1.69002  C1 1.087
49 H 1.09767 -5.32389 0.21527  C2 1.088
50 H 1.52615 -4.00111 1.26872  C2 1.090
51 H -0.80568 -3.87247 1.36195  C3 1.091
52 H -0.38455 -4.75125 2.79693  C3 1.090
53 H -2.32743 -5.72755 1.70814  C4 1.089
54 H -1.01491 -6.86254 1.76701  C4 1.092
55 H -0.52101 -6.38774 -0.68110  C5 1.088
56 H -2.06214 -7.08999 -0.32278  C5 1.091
57 H -2.80951 -4.51820 -0.18771  C6 1.093
58 H -2.95565 -5.45298 -1.65844  C6 1.088
59 H -0.83305 -3.47782 -0.83321  C7 1.084
60 H -0.62610 -4.53587 -2.27062  C7 1.086
61 H -2.28635 -3.41025 -3.43132  C8 1.090
62 H -3.17709 -3.01956 -1.99757  C8 1.084
63 H -2.24848 -1.02753 -3.22469  C9 1.085
64 H -0.67693 -1.70172 -3.15146  C9 1.083
65 H -2.13821 -2.33853 0.04693  C11 1.086
66 H -1.69330 -0.85236 0.80437  C11 1.091
67 H -3.72709 0.22972 0.27839  C12 1.076
68 H -5.41170 -0.39984 -1.08940  C13 1.090
69 H -4.05715 -0.48098 -2.17030  C13 1.081
70 H -4.79229 -1.96522 -1.45946  C13 1.083
71 H -1.97613 3.07366 -2.07407  C17 1.093
72 H -0.47103 2.47480 -2.66899  C17 1.087
73 H -1.21844 5.26249 -3.32938  C20 1.080
74 H -2.60518 7.33876 -3.23517  C21 1.080
75 H -3.15327 8.34887 -1.00916  C22 1.081
76 H -2.27265 7.29433 1.06115  C23 1.078
77 H -0.90969 5.24573 0.92090  C24 1.082
78 H -2.90597 3.21497 0.73946  P25 1.413
79 H -2.71806 1.20685 1.61401  P25 1.410
80 H 1.23137 -0.84462 0.81361  C29 1.082
81 H 0.17743 -2.17241 0.39365  C29 1.091
82 H 1.06504 -2.49125 -2.40565  C31 1.089
83 H 2.70780 -3.07234 -2.17628  C31 1.087
84 H 1.38705 -3.88641 -1.35598  C31 1.088
85 H 5.33894 1.60537 -0.27079  O45 0.967
86 C 1.62028 -0.00870 3.74250  C87 1.389, C91 1.385, H102 1.083
87 C 2.53320 0.93716 3.29244  C86 1.389, C88 1.385, H103 1.083
88 C 3.89060 0.66158 3.31379  C87 1.385, C89 1.390, H104 1.080
89 C 4.34195 -0.56138 3.79530  C88 1.390, C90 1.400, C100 1.486
90 C 3.42347 -1.50803 4.26561  C89 1.400, C91 1.389, C92 1.486
91 C 2.06332 -1.22766 4.22971  C86 1.385, C90 1.389, H105 1.081
92 C 3.87910 -2.81024 4.81710  C90 1.486, O93 1.215, C94 1.494
93 O 3.09152 -3.64219 5.22103  C92 1.215
94 C 5.34840 -3.07345 4.86885  C92 1.494, C95 1.389, C99 1.395
95 C 5.80349 -4.26216 5.42533  C94 1.389, C96 1.384, H106 1.081
96 C 7.16060 -4.52998 5.47046  C95 1.384, C97 1.391, H107 1.082
97 C 8.07032 -3.61374 4.95253  C96 1.391, C98 1.384, H108 1.082
98 C 7.62187 -2.42629 4.40057  C97 1.384, C99 1.389, H109 1.081
99 C 6.26130 -2.14823 4.36316  C94 1.395, C98 1.389, C100 1.494
100 C 5.79997 -0.84839 3.78849  C89 1.486, C99 1.494, O101 1.215
101 O 6.60297 -0.05812 3.33463  C100 1.215
102 H 0.56170 0.21703 3.70608  C86 1.083
103 H 2.17011 1.88340 2.91099  C87 1.083
104 H 4.60431 1.38662 2.95226  C88 1.080
105 H 1.35846 -1.96753 4.58304  C91 1.081
106 H 5.08843 -4.96977 5.82134  C95 1.081
107 H 7.51314 -5.45493 5.90807  C96 1.082
108 H 9.13091 -3.82719 4.98291  C97 1.082
109 H 8.32082 -1.70618 3.99841  C98 1.081
110 C -9.41290 -3.29935 -2.13475  C111 1.392, C115 1.385, H126 1.082
111 C -8.05736 -3.14371 -1.85969  C110 1.392, C112 1.386, H127 1.082
112 C -7.15909 -4.13051 -2.23477  C111 1.386, C113 1.388, H128 1.081
113 C -7.62182 -5.27140 -2.87506  C112 1.388, C114 1.395, C124 1.489
114 C -8.98306 -5.44118 -3.12655  C113 1.395, C115 1.388, C116 1.489
115 C -9.87717 -4.44343 -2.76194  C110 1.385, C114 1.388, H129 1.081
116 C -9.48831 -6.68710 -3.76685  C114 1.489, O117 1.213, C118 1.494
117 O -10.66979 -6.84264 -3.99563  C116 1.213
118 C -8.49613 -7.74948 -4.11258  C116 1.494, C119 1.389, C123 1.397
119 C -8.94840 -8.94242 -4.66141  C118 1.389, C120 1.384, H130 1.081
120 C -8.04404 -9.93393 -5.00149  C119 1.384, C121 1.391, H131 1.082
121 C -6.68161 -9.73633 -4.80248  C120 1.391, C122 1.384, H132 1.082
122 C -6.22455 -8.55108 -4.25261  C121 1.384, C123 1.389, H133 1.081
123 C -7.12891 -7.55856 -3.89906  C118 1.397, C122 1.389, C124 1.489
124 C -6.62482 -6.29953 -3.28410  C113 1.489, C123 1.489, O125 1.213
125 O -5.44111 -6.10193 -3.11074  C124 1.213
126 H -10.11162 -2.52358 -1.85031  C110 1.082
127 H -7.69549 -2.25639 -1.35718  C111 1.082
128 H -6.10470 -4.01322 -2.02802  C112 1.081
129 H -10.93078 -4.56985 -2.96858  C115 1.081
130 H -10.00841 -9.08701 -4.81709  C119 1.081
131 H -8.39935 -10.86415 -5.42490  C120 1.082
132 H -5.97669 -10.51062 -5.07503  C121 1.082
133 H -5.16785 -8.38860 -4.09086  C122 1.081
134 C 6.18448 6.42119 1.93235  C135 1.390, C139 1.384, H150 1.082
135 C 4.88014 6.12767 1.55328  C134 1.390, C136 1.385, H151 1.076
136 C 3.99620 7.14873 1.24681  C135 1.385, C137 1.390, H152 1.082
137 C 4.41418 8.47147 1.32925  C136 1.390, C138 1.399, C148 1.489
138 C 5.72190 8.76790 1.72887  C137 1.399, C139 1.389, C140 1.487
139 C 6.60546 7.73666 2.02046  C134 1.384, C138 1.389, H153 1.081
140 C 6.18409 10.17489 1.86433  C138 1.487, O141 1.215, C142 1.492
141 O 7.32016 10.43865 2.20443  C140 1.215
142 C 5.20612 11.26443 1.57589  C140 1.492, C143 1.390, C147 1.395
143 C 5.59700 12.58722 1.74374  C142 1.390, C144 1.384, H154 1.081
144 C 4.70723 13.61097 1.46935  C143 1.384, C145 1.391, H155 1.082
145 C 3.42385 13.31841 1.01864  C144 1.391, C146 1.384, H156 1.082
146 C 3.02836 12.00232 0.85384  C145 1.384, C147 1.389, H157 1.081
147 C 3.91450 10.97133 1.13850  C142 1.395, C146 1.389, C148 1.494
148 C 3.45687 9.55770 0.98146  C137 1.489, C147 1.494, O149 1.211
149 O 2.33790 9.31304 0.58688  C148 1.211
150 H 6.87211 5.61764 2.16105  C134 1.082
151 H 4.55665 5.10265 1.50183  C135 1.076
152 H 2.98205 6.92577 0.94364  C136 1.082
153 H 7.61752 7.97249 2.31848  C139 1.081
154 H 6.59750 12.80479 2.09083  C143 1.081
155 H 5.01204 14.64056 1.60466  C144 1.082
156 H 2.73114 14.12027 0.79884  C145 1.082
157 H 2.03222 11.76402 0.50762  C146 1.081

=====

Here is a cluster of 6 separate species, C13H39O8 in total in a non-equilibrium geometry from the Open Molecules 2025 dataset. Energies are from ωB97M-V/def2-TZVPD.

total charge	+1
HOMO-LUMO gap	0.3657	Ha

Last columns: bonded neighbours and bond lengths (Å).
Cartesian coordinates (Å):
1 O -36.84859 -15.70575 33.81354  H2 0.928, H3 0.991, H4 0.915
2 H -37.35705 -16.06359 33.12410  O1 0.928
3 H -35.88369 -15.70142 33.58826  O1 0.991
4 H -37.09806 -16.34830 34.41547  O1 0.915
5 C -38.61288 -14.36070 36.80850  C6 1.553, O8 1.379, H9 1.108, H10 1.040
6 C -37.85384 -13.16583 36.16961  C5 1.553, O7 1.337, H11 1.174, H12 1.154
7 O -36.54717 -13.36974 36.36697  C6 1.337, H13 0.998
8 O -39.97666 -14.15387 36.80216  C5 1.379, H14 0.971
9 H -38.24250 -14.76254 37.77293  C5 1.108
10 H -38.44504 -15.24549 36.28903  C5 1.040
11 H -38.34311 -12.16519 36.54215  C6 1.174
12 H -38.11757 -13.27329 35.05137  C6 1.154
13 H -36.21948 -12.80324 37.12104  O7 0.998
14 H -40.30071 -15.00482 37.13849  O8 0.971
15 C -35.86984 -16.00261 29.60123  C16 1.551, O18 1.361, H19 1.201, H20 1.164
16 C -36.88095 -15.38884 28.59721  C15 1.551, O17 1.316, H21 1.250, H22 0.948
17 O -36.57053 -15.84217 27.40100  C16 1.316, H23 1.069
18 O -35.99695 -15.55083 30.87918  C15 1.361, H24 0.967
19 H -34.68981 -15.81379 29.48035  C15 1.201
20 H -35.85388 -17.16649 29.62915  C15 1.164
21 H -36.52139 -14.19117 28.60317  C16 1.250
22 H -37.81264 -15.26030 28.71515  C16 0.948
23 H -37.40846 -16.40369 27.04740  O17 1.069
24 H -35.52793 -14.70802 30.94546  O18 0.967
25 C -40.85744 -16.40845 31.60899  C26 1.501, H29 1.017, H30 1.095, H31 1.252
26 C -39.52062 -15.72811 31.67489  C25 1.501, C27 1.534, O28 1.457, H32 1.124
27 C -39.59446 -14.41997 32.47222  C26 1.534, H33 1.083, H34 1.152, H35 0.989
28 O -38.71936 -16.77576 32.29498  C26 1.457, H36 0.929
29 H -41.14715 -16.99055 32.39091  C25 1.017
30 H -41.01219 -17.20813 30.87786  C25 1.095
31 H -41.74750 -15.56457 31.35520  C25 1.252
32 H -39.19331 -15.66251 30.60127  C26 1.124
33 H -38.57192 -14.07703 32.57283  C27 1.083
34 H -40.27136 -14.48280 33.40248  C27 1.152
35 H -40.10740 -13.72691 31.98765  C27 0.989
36 H -38.87094 -17.48971 31.72028  O28 0.929
37 C -36.43544 -19.85231 36.15315  C38 1.550, H41 1.185, H42 1.092, H43 1.164
38 C -35.98318 -18.71170 35.20600  C37 1.550, C39 1.519, O40 1.394, H44 1.282
39 C -36.32785 -18.89781 33.73872  C38 1.519, H45 1.309, H46 0.945, H47 0.995
40 O -36.52873 -17.49366 35.61012  C38 1.394, H48 1.048
41 H -36.00378 -20.91723 35.86529  C37 1.185
42 H -37.43190 -20.15475 35.82475  C37 1.092
43 H -36.45707 -19.57954 37.28418  C37 1.164
44 H -34.76475 -18.66027 35.60014  C38 1.282
45 H -35.27988 -18.25420 33.28955  C39 1.309
46 H -37.23853 -18.65508 33.66398  C39 0.945
47 H -36.40047 -19.77805 33.28048  C39 0.995
48 H -36.44069 -17.62275 36.64680  O40 1.048
49 C -33.76986 -13.80418 34.26219  C50 1.567, H53 1.117, H54 0.971, H55 1.121
50 C -33.15077 -15.24300 34.29787  C49 1.567, C51 1.591, O52 1.464, H56 1.096
51 C -33.41969 -15.78674 35.76889  C50 1.591, H57 1.235, H58 1.058, H59 1.040
52 O -34.01516 -16.04819 33.43342  C50 1.464, H60 0.990
53 H -33.56509 -13.34611 33.26430  C49 1.117
54 H -33.39930 -13.31156 35.01205  C49 0.971
55 H -34.88290 -13.82222 34.39146  C49 1.121
56 H -32.07836 -15.24686 34.07220  C50 1.096
57 H -33.04417 -14.90294 36.54485  C51 1.235
58 H -33.12819 -16.77821 35.99730  C51 1.058
59 H -34.42602 -15.54042 35.85475  C51 1.040
60 H -33.28349 -16.71388 33.38537  O52 0.990